No. 1
19
Properties=species:S:1:pos:R:3 method="wB97M-V/def2-TZVPD" homo_lumo_gap_ha=0.4057 largest_force_ev_per_a=0.34 multiplicity=1 smiles=CC1(O)CCCC1
H 0.008 1.159 -1.414
H 1.675 -1.764 -0.998
H -0.504 -1.944 -0.477
H 1.943 0.447 1.508
H -2.647 -0.538 0.662
C 0.087 1.158 -0.318
H -2.139 -0.322 -1.015
H 1.888 -0.149 -1.678
C -0.559 -1.124 0.245
H 0.720 2.007 -0.034
C 1.813 -0.711 -0.741
C -1.312 1.181 0.297
H -0.551 -1.565 1.246
H -1.230 1.352 1.376
C 0.675 -0.188 0.158
C -1.805 -0.245 0.027
H 2.779 -0.640 -0.230
H -1.965 1.952 -0.125
O 1.125 -0.064 1.511



No. 2
15
Properties=species:S:1:pos:R:3 method="wB97M-V/def2-TZVPD" homo_lumo_gap_ha=0.3972 largest_force_ev_per_a=0.46 multiplicity=1 smiles="CC/N=C/OC"
H 3.195 0.708 0.517
H 1.841 0.327 1.601
C 1.450 -0.109 -0.486
H 1.763 1.762 0.565
H 1.783 -1.156 -0.399
H 1.783 0.249 -1.467
O -1.937 -0.912 0.392
N -0.001 0.004 -0.442
H -2.449 -0.029 -1.414
H -0.137 -1.692 0.792
C -2.667 0.063 -0.345
H -2.402 1.073 -0.023
H -3.720 -0.143 -0.149
C 2.104 0.723 0.613
C -0.607 -0.867 0.243



No. 3
18
Properties=species:S:1:pos:R:3 method="wB97M-V/def2-TZVPD" homo_lumo_gap_ha=0.3624 largest_force_ev_per_a=5.97 multiplicity=1 smiles="CC(N)=O.CC(N)=O"
H 0.627 -1.496 -0.023
C 1.846 -1.498 1.668
N -2.238 1.606 -0.260
C 1.585 -0.049 1.759
O -0.038 1.464 -0.432
H -2.323 2.106 0.623
H -1.398 -0.540 -1.859
H -1.939 0.907 -2.975
C -1.306 0.522 -2.181
H -0.327 0.588 -2.840
C -1.067 1.364 -1.010
H 1.420 -2.922 0.289
O 2.448 -2.345 2.383
H 2.382 0.590 2.241
H 1.721 0.307 0.704
N 1.209 -2.071 0.581
H -3.113 1.312 -0.769
H 0.508 0.154 2.101



No. 4
36
Properties=species:S:1:pos:R:3 method="wB97M-V/def2-TZVPD" homo_lumo_gap_ha="0.2048 / 0.2374" largest_force_ev_per_a=2.44 multiplicity=5 total_charge=-2
Cl -4.625 1.701 -0.129
C -0.355 0.877 -1.157
H 2.933 -1.197 0.990
C -0.368 -0.501 -1.444
H 3.557 -0.190 -0.331
H -1.057 2.883 -1.358
O 0.963 0.827 2.752
C 2.818 -0.234 0.477
H -2.340 -1.636 1.851
H 1.897 -2.780 -0.168
H -1.461 -2.252 -1.981
H 3.036 0.554 1.200
C 0.767 1.153 -0.262
C -2.156 -0.613 2.236
H 0.317 -3.205 -0.857
Cl -1.894 -0.781 3.965
H 2.038 2.425 0.857
H -2.278 1.661 -1.694
C -1.205 1.893 -1.804
Ru -0.337 0.148 1.427
H 1.254 0.093 3.330
C 1.474 -0.082 -0.104
H 0.606 3.224 0.222
H 1.638 -2.692 -1.929
H -0.411 -2.360 1.977
H -2.982 0.104 2.082
H 1.933 2.785 -0.878
H -1.118 -1.162 -3.326
C 1.364 2.473 0.004
Cl -1.402 2.163 1.545
C 1.170 -2.511 -0.947
H -0.966 1.965 -2.878
C 0.759 -1.094 -0.837
C -1.382 -1.201 -2.267
H -2.361 -0.735 -2.139
O 0.176 -1.700 1.571



No. 5
12
Properties=species:S:1:pos:R:3 method="wB97M-V/def2-TZVPD" homo_lumo_gap_ha=0.4024 largest_force_ev_per_a=1.53 multiplicity=1
C -0.552 -0.157 0.159
C 0.580 0.567 0.832
H 1.572 0.131 0.749
H 0.558 1.653 0.853
H -1.156 0.385 2.244
H 0.307 -1.216 -1.202
O 0.290 0.869 -3.617
O -0.302 -1.377 -0.469
H -0.146 -1.137 2.059
C 0.636 0.013 -2.959
C -0.447 -0.180 1.645
H -1.339 0.450 -0.294



No. 6
76
Properties=species:S:1:pos:R:3 method="wB97M-V/def2-TZVPD" homo_lumo_gap_ha=0.2068 largest_force_ev_per_a=2.00 multiplicity=1 total_charge=-2
C -3.539 -1.048 3.500
C -1.065 -0.918 3.636
C 2.022 -5.452 -3.198
H 2.026 -4.133 1.329
H 3.341 -0.070 3.310
N 0.428 -0.976 -3.955
H -0.631 2.896 -6.748
H 2.716 -6.538 -4.920
C -2.210 3.370 0.148
C -2.007 2.928 -5.090
C 1.491 -4.251 -2.754
H -2.940 2.449 -4.790
H 4.522 -0.070 0.996
C -3.145 4.331 -0.300
O 0.501 -1.835 -1.807
O -1.801 2.392 -0.516
N 0.041 -0.693 2.963
C 1.227 -3.196 -3.621
H 0.912 -2.906 1.985
H 2.262 -4.673 -6.495
F -4.638 -0.979 2.715
C -1.445 2.288 -6.351
H -2.211 2.174 -7.119
C -2.526 -1.382 5.577
N 2.564 -0.752 1.462
H 1.622 -1.715 3.950
H 3.848 -1.455 -0.983
C 2.384 -0.095 2.745
C -3.104 5.611 1.733
H 2.218 -6.256 -2.498
H 3.194 1.041 0.673
H 3.289 -2.373 2.594
Cl -3.801 4.156 -1.914
H 1.320 -0.110 4.568
C 2.299 -5.607 -4.551
C -1.742 3.603 1.529
C 2.049 -4.575 -5.437
H 1.336 -2.868 0.280
C -2.313 -0.883 2.925
H 0.180 1.986 3.614
C 3.436 -0.454 -0.842
H 3.726 -2.398 0.902
Cs -0.555 0.230 -0.074
C 3.481 -0.013 0.613
H -4.283 6.109 0.037
C 1.723 -3.081 1.278
C -3.703 -1.297 4.859
C -3.570 5.416 0.462
H 2.409 -0.478 -1.208
F -0.212 -1.374 5.863
C -1.687 4.801 3.627
H 1.262 -4.091 -1.708
S -0.777 2.721 -3.789
Cl -3.674 6.994 2.656
C -2.184 4.701 2.308
H 0.951 -1.618 -5.350
C 1.515 -3.364 -4.988
H -2.184 3.995 -5.223
S -0.826 0.636 -5.927
C 2.902 -2.170 1.583
N 0.054 0.239 -3.405
H 2.102 0.943 2.544
C 0.671 -1.917 -3.034
C -0.438 1.051 -4.239
H -2.006 5.628 4.248
C -1.278 -1.217 5.023
N -0.888 2.676 2.024
C 1.310 -0.705 3.642
C -0.464 2.785 3.257
F -2.596 -1.645 6.907
H -4.674 -1.411 5.315
H 4.018 0.232 -1.462
C -0.836 3.846 4.104
H -0.459 3.888 5.118
O 1.305 -2.396 -5.888
F -2.246 -0.678 1.583



No. 7
11
Properties=species:S:1:pos:R:3 method="wB97M-V/def2-TZVPD" homo_lumo_gap_ha="0.3991 / 0.2137" largest_force_ev_per_a=5.07 multiplicity=2
O -0.700 2.809 -0.493
H 1.129 -2.555 1.570
C -1.455 1.604 -0.663
N 1.247 -2.253 0.615
H 0.185 2.742 -0.138
O 0.836 -0.582 -0.917
O -0.379 -0.669 0.989
H 2.122 -2.440 0.119
C 0.508 -1.095 0.202
O -2.647 1.677 -0.863
H -0.846 0.763 -0.422



How do the records compare in energy above the lowest of the compared OMol25 structures with the same formula, charge and spin? In the order shown, they have 4.1; 33.2; 47.0; 0.0; 40.3; 0.0; 18.7 kcal per mole.